(1)
The molecule C4H12N2S2. Source: OMol25; level of theory: ωB97M-V/def2-TZVPD.

The HOMO-LUMO gap comes out at 8.8 eV. The HOMO energy is -8.13 eV. For the total energy, the calculation gives -1065.415108 hartree. The SMILES is CN[C@@H](CN)CSS.

Structure (ORCA input):
```
! wB97M-V def2-TZVPD RIJCOSX def2/J DEFGRID3
* xyz 0 1
C -1.82 -0.17 -0.73
N -0.44 0.22 -0.91
C 0.28 0.34 0.39
C -0.02 -0.91 1.19
N 0.70 -2.05 0.80
C 1.68 0.71 0.23
S 2.15 2.03 -0.87
S 0.74 3.44 -1.20
H -2.43 0.67 -1.26
H -2.14 -1.13 -1.17
H -2.30 -0.18 0.23
H -0.03 -0.61 -1.54
H -0.24 1.17 0.98
H -1.13 -1.05 1.06
H 0.08 -0.80 2.27
H 0.62 -2.96 1.27
H 0.45 -2.26 -0.27
H 2.20 -0.21 -0.10
H 1.96 1.03 1.26
H -0.32 2.72 -1.64
*
```



(2)
C32H38ClIrN2P as an isolated structure. Source: OMol25; level of theory: ωB97M-V/def2-TZVPD.

The HOMO-LUMO gap (alpha / beta) comes out at 6.3 / 6.5 eV. The HOMO energy (alpha / beta) is -13.67 / -13.68 eV. For the total energy, the calculation gives -2256.944318 hartree. The expectation value of S² is 1.14.

Structure (ORCA input):
```
! wB97M-V def2-TZVPD RIJCOSX def2/J DEFGRID3
* xyz 2 2
Ir 0.49 -0.52 0.23
Cl 0.62 2.20 0.71
C 0.56 2.93 -0.86
C 1.06 4.20 -1.03
C 0.98 4.80 -2.28
C 0.42 4.11 -3.34
C -0.07 2.83 -3.16
C -0.01 2.22 -1.91
P -0.68 0.54 -1.65
C -0.91 -0.07 -3.34
C -2.15 0.03 -3.97
C -2.27 -0.30 -5.31
C -1.16 -0.72 -6.03
C 0.08 -0.82 -5.40
C 0.20 -0.51 -4.06
C -2.37 0.81 -1.03
C -3.24 -0.28 -1.06
C -4.54 -0.14 -0.63
C -4.97 1.08 -0.13
C -4.11 2.16 -0.09
C -2.81 2.04 -0.54
H 1.51 4.72 -0.19
H 1.37 5.80 -2.42
H 0.35 4.58 -4.31
H -0.51 2.30 -3.99
H -3.01 0.38 -3.43
H -3.23 -0.22 -5.78
H -1.26 -0.95 -7.08
H 0.94 -1.13 -5.97
H 1.17 -0.60 -3.57
H -2.89 -1.23 -1.46
H -5.22 -0.98 -0.68
H -5.99 1.19 0.22
H -4.45 3.11 0.30
H -2.15 2.89 -0.53
N -0.31 -2.76 -0.40
C -1.38 -3.43 0.37
C -1.02 -3.46 1.86
C -1.90 -2.58 2.75
C -2.02 -1.12 2.32
N -0.71 -0.44 2.24
H -0.57 -2.73 -1.38
H 0.53 -3.34 -0.33
H -1.53 -4.45 0.00
H -2.31 -2.89 0.22
H 0.03 -3.16 1.96
H -1.09 -4.48 2.24
H -1.51 -2.62 3.77
H -2.91 -3.00 2.77
H -2.65 -0.61 3.06
H -2.52 -1.02 1.36
H -0.13 -0.77 3.01
H -0.85 0.55 2.40
C 2.92 -2.50 2.40
C 3.30 -1.18 1.71
C 4.82 -1.22 1.46
C 2.58 -1.05 0.40
C 2.98 0.04 2.56
C 2.36 -0.04 3.82
C 2.16 1.10 4.57
C 2.57 2.35 4.10
C 3.19 2.43 2.86
C 3.38 1.30 2.10
H 3.19 -3.34 1.76
H 1.85 -2.56 2.60
H 3.47 -2.60 3.33
H 5.08 -2.12 0.91
H 5.34 -1.22 2.41
H 5.16 -0.36 0.88
H 3.17 -1.24 -0.49
H 2.07 -0.99 4.23
H 1.71 1.03 5.55
H 2.43 3.23 4.71
H 3.53 3.39 2.50
H 3.87 1.39 1.14
*
```



(3)
The molecule C19H23ClN4O5. Source: OMol25; level of theory: ωB97M-V/def2-TZVPD.

The HOMO-LUMO gap comes out at 8.1 eV. The HOMO energy is -7.90 eV. For the total energy, the calculation gives -1793.312073 hartree. The SMILES is CCOC(=O)N1CCN(CC(=O)Nc2c(C(=O)OC)[nH]c3cccc(Cl)c23)CC1.

Structure (ORCA input):
```
! wB97M-V def2-TZVPD RIJCOSX def2/J DEFGRID3
* xyz 0 1
C -7.58 -0.28 -0.01
C -6.56 0.57 -0.74
O -5.26 0.13 -0.37
C -4.24 0.77 -1.00
O -4.40 1.66 -1.80
N -3.03 0.26 -0.66
C -2.81 -0.68 0.41
C -2.12 0.03 1.59
N -0.88 0.60 1.11
C 0.00 1.10 2.15
C 1.46 1.09 1.71
O 2.33 1.70 2.29
N 1.65 0.30 0.62
C 2.88 -0.02 0.08
C 3.30 -1.32 -0.18
C 2.52 -2.53 -0.03
O 1.35 -2.55 0.29
O 3.24 -3.64 -0.29
C 2.54 -4.87 -0.17
N 4.60 -1.29 -0.64
C 5.02 0.00 -0.70
C 6.25 0.51 -1.11
C 6.40 1.88 -1.12
C 5.34 2.73 -0.78
C 4.13 2.23 -0.37
Cl 2.82 3.30 -0.08
C 3.96 0.84 -0.28
C -1.14 1.60 0.08
C -1.82 0.92 -1.10
H -7.45 -1.33 -0.28
H -8.58 0.03 -0.28
H -7.45 -0.18 1.06
H -6.67 1.63 -0.48
H -6.67 0.48 -1.83
H -2.15 -1.47 0.05
H -3.76 -1.11 0.72
H -2.80 0.80 2.00
H -1.90 -0.70 2.37
H -0.07 0.44 3.02
H -0.26 2.12 2.49
H 0.89 -0.35 0.43
H 1.71 -4.90 -0.88
H 2.14 -4.98 0.84
H 3.26 -5.65 -0.39
H 5.13 -2.11 -0.89
H 7.05 -0.14 -1.41
H 7.34 2.32 -1.43
H 5.48 3.80 -0.85
H -1.78 2.41 0.46
H -0.19 2.03 -0.24
H -1.15 0.17 -1.54
H -2.10 1.66 -1.86
*
```